Arrangement w

Below is a structure of composition C3H6S2, with properties calculated with ωB97M-V with the def2-TZVPD basis set.

```
! wB97M-V def2-TZVPD RIJCOSX def2/J DEFGRID3
* xyz 0 1
C 1.47290 1.16270 0.12023
C 0.45153 0.09896 -0.54759
C -2.02287 -1.19444 0.30831
H 2.42529 1.19848 -0.42097
H 1.09929 1.93272 -0.18640
H 1.61125 0.49521 1.21975
H 0.77659 -1.02907 -0.46912
H 0.30284 0.29705 -1.52198
H -2.06377 -1.55090 -0.74917
S -0.94620 0.12350 0.75199
S -3.10685 -1.53420 1.49496
*
```

Its gap between HOMO and LUMO is 8.367 eV. The HOMO energy comes out at -8.710 eV. As for the LUMO energy: -0.343 eV.

Arrangement x

Below is a cluster of 2 separate species, C3H6S2 in total, with properties calculated with ωB97M-V with the def2-TZVPD basis set.

```
! wB97M-V def2-TZVPD RIJCOSX def2/J DEFGRID3
* xyz 0 1
C 0.24384 -1.56410 0.01306
C 1.17716 -0.63794 -0.18532
C -0.09989 1.25644 -0.09004
S -1.07783 1.30229 1.30166
S -0.89078 1.43912 -1.57416
H -0.32616 -1.98058 -0.80084
H -0.03872 -1.88694 1.00292
H 1.78401 -0.26783 0.62473
H 1.49659 -0.36388 -1.17715
H -0.06115 1.19198 2.16713
H -2.20707 1.51146 -1.28199
*
```

Its gap between HOMO and LUMO is 8.093 eV. The HOMO energy comes out at -8.108 eV. As for the LUMO energy: -0.015 eV.

Most stable structure, least stable structure: arrangement w, arrangement x.

Arrangement w

Below is an isolated molecule of C8H14, with properties calculated with ωB97M-V with the def2-TZVPD basis set.

```
! wB97M-V def2-TZVPD RIJCOSX def2/J DEFGRID3
* xyz 0 1
C 3.16100 0.38070 0.33903
C 2.05608 0.06669 -0.34023
C 0.73641 0.28930 0.20580
C -0.56548 0.74703 -0.64970
C -1.44400 1.95503 -0.28540
C -0.50408 -0.59382 0.02062
C -0.54665 -1.79732 -0.83850
C -1.31808 -0.89353 1.20741
H 4.18857 0.22323 0.10499
H 3.18826 0.78543 1.34114
H 2.17740 -0.37355 -1.33924
H 0.74479 0.75777 1.12880
H -0.32277 0.66210 -1.64403
H -1.73196 1.89107 0.67196
H -2.36473 2.13709 -0.91124
H -1.09495 2.97981 -0.52065
H -0.74003 -2.65862 -0.17511
H 0.37757 -1.85477 -1.34093
H -1.31650 -1.85295 -1.63605
H -0.84172 -0.83861 2.18285
H -1.71831 -1.88507 1.10989
H -2.12082 -0.12701 1.36859
*
```

Its gap between HOMO and LUMO is 9.556 eV. The HOMO energy comes out at -8.525 eV. As for the LUMO energy: 1.031 eV. The structure (SMILES) is C=C[C@H]1[C@H](C)C1(C)C.

Arrangement x

Below is an isolated molecule of C8H14, with properties calculated with ωB97M-V with the def2-TZVPD basis set.

```
! wB97M-V def2-TZVPD RIJCOSX def2/J DEFGRID3
* xyz 0 1
C -2.49153 -1.10984 0.49468
C -1.20601 -1.00364 0.22157
C -0.48324 -1.00563 -1.11013
C 0.52467 0.01543 -0.57134
C 0.35481 1.41496 -1.12647
C 2.05442 -0.40441 -0.56336
C 0.12163 -0.22231 0.87597
C -0.08641 0.93732 1.82613
H -2.86258 -1.04908 1.50667
H -3.21464 -1.35975 -0.27258
H -1.06000 -0.66303 -1.97144
H -0.03096 -1.97185 -1.33857
H -0.68937 1.71323 -1.05169
H 0.95225 2.13981 -0.57730
H 0.67452 1.43502 -2.16760
H 2.34155 -0.46716 -1.61143
H 2.66195 0.34842 -0.06696
H 2.22603 -1.38764 -0.13009
H 0.65338 -1.02723 1.38681
H 0.86821 1.34227 2.15835
H -0.63033 0.59015 2.70350
H -0.67833 1.73497 1.38529
*
```

Its gap between HOMO and LUMO is 10.254 eV. The HOMO energy comes out at -9.300 eV. As for the LUMO energy: 0.954 eV. The structure (SMILES) is C=C1CC(C)(C)[C@H]1C.

Most stable structure, least stable structure: arrangement x, arrangement w.

Arrangement w

Below is an isolated molecule of C3H3ClO2, with properties calculated with ωB97M-V with the def2-TZVPD basis set.

```
! wB97M-V def2-TZVPD RIJCOSX def2/J DEFGRID3
* xyz 0 1
C 0.56685 0.06387 -1.74714
C -0.14876 -0.04418 -0.65512
O 0.46131 -0.11202 0.67634
C -0.11665 -0.05507 1.92943
O 0.48992 -0.15549 2.95360
Cl -1.86285 0.04479 1.85193
H 1.65542 -0.16093 -1.65744
H 0.07850 0.26054 -2.71824
H -1.12375 0.15849 -0.63337
*
```

Its gap between HOMO and LUMO is 11.050 eV. The HOMO energy comes out at -10.444 eV. As for the LUMO energy: 0.606 eV. The structure (SMILES) is C=COC(=O)Cl.

Arrangement x

Below is an isolated molecule of C3H3ClO2, with properties calculated with ωB97M-V with the def2-TZVPD basis set.

```
! wB97M-V def2-TZVPD RIJCOSX def2/J DEFGRID3
* xyz 0 1
O 0.07214 -2.02733 -0.33805
C 0.10811 -1.15870 -1.13378
C -0.28507 0.36044 -0.92806
O -0.12828 1.12615 -1.89250
C -0.78512 0.65781 0.41663
Cl 0.51480 0.47053 1.68398
H 0.36671 -1.56119 -2.10664
H -1.58175 -0.07014 0.62559
H -1.31493 1.68444 0.56896
*
```

Its gap between HOMO and LUMO is 9.124 eV. The HOMO energy comes out at -10.084 eV. As for the LUMO energy: -0.960 eV. The structure (SMILES) is O=CC(=O)CCl.

Most stable structure, least stable structure: arrangement w, arrangement x.

Arrangement w

Below is an isolated molecule of C4H12N2O, with properties calculated with ωB97M-V with the def2-TZVPD basis set.

```
! wB97M-V def2-TZVPD RIJCOSX def2/J DEFGRID3
* xyz 0 1
N -0.53971 1.55547 1.97279
C 0.59430 1.52836 1.04929
C 0.29085 0.85521 -0.28595
C -0.16076 -0.59299 -0.20831
N 0.82350 -1.52635 0.35488
C -0.69045 -1.02552 -1.57228
O -1.58531 -2.15641 -1.53520
H -0.47939 2.28772 2.67401
H -0.43446 0.72853 2.56044
H 1.47704 1.04392 1.54394
H 1.03163 2.52658 0.78434
H 1.18733 1.05044 -0.91707
H -0.49470 1.57557 -0.60210
H -1.05120 -0.62072 0.47951
H 1.60646 -0.96189 0.64297
H 0.90062 -2.30686 -0.27512
H 0.16720 -1.14721 -2.27768
H -1.28151 -0.23582 -2.02478
H -1.36143 -2.57803 -2.36368
*
```

Its gap between HOMO and LUMO is 9.938 eV. The HOMO energy comes out at -8.998 eV. As for the LUMO energy: 0.940 eV. The structure (SMILES) is NCC[C@H](N)CO.

Arrangement x

Below is a cluster of 2 separate species, C4H12N2O in total, with properties calculated with ωB97M-V with the def2-TZVPD basis set.

```
! wB97M-V def2-TZVPD RIJCOSX def2/J DEFGRID3
* xyz 0 1
C 1.28440 1.97747 0.00653
N 1.13507 0.57984 -0.32118
C 1.96589 -0.42054 -0.01669
C 1.32957 -1.86091 -0.23868
O 3.14589 -0.12506 0.42432
H 2.30596 2.36620 -0.25694
H 0.56193 2.46372 -0.51752
H 1.39604 1.98515 1.14493
H 0.21735 0.51521 -0.88947
H 0.14872 -1.85606 -0.24974
H 1.53291 -2.34508 0.77394
H 1.63674 -2.57075 -1.05056
C -2.42382 -0.18747 0.74752
N -1.96707 0.16741 -0.59453
H -2.22047 0.66693 1.43264
H -3.45282 -0.59313 1.08024
H -2.00533 -1.05636 1.04760
H -2.01416 -0.60008 -1.50328
H -2.57678 0.89350 -1.01914
*
```

Its gap between HOMO and LUMO is 9.620 eV. The HOMO energy comes out at -9.005 eV. As for the LUMO energy: 0.615 eV. The structure (SMILES) is CNC(C)=O.CN.

Arrangement y

Below is an isolated molecule of C4H12N2O, with properties calculated with ωB97M-V with the def2-TZVPD basis set.

```
! wB97M-V def2-TZVPD RIJCOSX def2/J DEFGRID3
* xyz 0 1
N -2.41675 0.83601 -0.62617
C -2.00032 -0.54740 -0.75931
C -0.63321 -0.60821 -1.37481
N 0.37388 0.02426 -0.53659
C 0.69892 -0.76767 0.67661
C 1.58948 0.04743 1.62912
O 2.45495 0.94703 0.96953
H -1.64501 1.33039 -0.18943
H -3.15250 0.93298 0.07166
H -2.64692 -1.14143 -1.41790
H -2.00291 -1.11857 0.17729
H -0.33358 -1.62997 -1.64885
H -0.65525 -0.04450 -2.30767
H 1.25429 0.08122 -1.02664
H -0.20894 -1.03024 1.19681
H 1.21121 -1.67570 0.36900
H 2.16162 -0.63997 2.24686
H 0.93824 0.59490 2.32918
H 1.91016 1.38450 0.30121
*
```

Its gap between HOMO and LUMO is 10.290 eV. The HOMO energy comes out at -9.269 eV. As for the LUMO energy: 1.021 eV. The structure (SMILES) is NCCNCCO.

Most stable structure, least stable structure: arrangement y, arrangement x.

Arrangement w

Below is a cluster of 3 separate species, C4H12N2O in total, with properties calculated with ωB97M-V with the def2-TZVPD basis set.

```
! wB97M-V def2-TZVPD RIJCOSX def2/J DEFGRID3
* xyz 0 1
C 1.63494 1.56833 1.42622
O -0.94534 1.44782 2.32420
C 1.78915 0.99323 0.18195
C 0.90783 -0.29376 -0.27988
C -0.48502 -0.44532 0.50511
N -1.23025 -1.38242 -0.19397
N -1.12411 -1.12785 -2.66835
H 0.51822 1.58541 1.94382
H 2.29826 2.22301 1.78767
H 2.59694 1.20872 -0.51437
H 0.66855 -0.12661 -1.31907
H 1.58482 -1.12821 -0.43081
H -0.15092 -0.52620 1.51749
H -0.86896 0.55884 0.36971
H -2.05722 -1.68496 0.20135
H -1.21161 -1.31205 -1.25775
H -1.64388 1.10424 2.82453
H -0.65533 -1.92200 -3.02820
H -1.62607 -0.74021 -3.38964
*
```

Its gap between HOMO and LUMO is 3.737 eV. The HOMO energy comes out at -8.411 eV. As for the LUMO energy: -4.674 eV.

Arrangement x

Below is a cluster of 3 separate species, C4H12N2O in total, with properties calculated with ωB97M-V with the def2-TZVPD basis set.

```
! wB97M-V def2-TZVPD RIJCOSX def2/J DEFGRID3
* xyz 0 1
C 3.16772 0.55014 0.61834
C 2.01965 -0.01893 0.24335
N 0.93406 0.59241 -0.35139
H 3.39442 1.57957 0.38370
H 3.92570 -0.01149 1.13546
H 1.83599 -1.05812 0.50437
H 0.19187 -0.03911 -1.15230
H 1.15552 1.52996 -0.67110
C -1.32805 -1.62937 -0.84349
N -0.79751 -0.87108 -1.72931
H -0.66515 -2.12086 -0.14506
H -2.37824 -1.90451 -0.83723
H -1.43758 -0.45576 -2.39968
C -1.63877 0.35022 1.13440
O -2.34592 1.06377 0.13525
H -2.27475 -0.47896 1.44169
H -1.48424 0.97277 2.02798
H -0.52479 0.21985 0.73445
H -1.74992 1.72952 -0.22942
*
```

Its gap between HOMO and LUMO is 7.831 eV. The HOMO energy comes out at -7.412 eV. As for the LUMO energy: 0.420 eV. The structure (SMILES) is C=CN.C=N.CO.

Arrangement y

Below is an isolated molecule of C4H12N2O, with properties calculated with ωB97M-V with the def2-TZVPD basis set.

```
! wB97M-V def2-TZVPD RIJCOSX def2/J DEFGRID3
* xyz 0 1
C -1.60639 -0.39760 1.43749
C -1.07360 -0.81082 0.12493
O -0.35718 -2.05690 -0.04134
C -0.25499 0.41161 -0.57775
N -0.41517 0.20598 -1.96814
C 1.20837 0.48204 -0.05824
N 2.29797 1.52191 -0.33452
H -0.77733 0.27427 1.94326
H -1.83997 -1.16297 2.21883
H -2.52614 0.03481 1.05126
H -1.95514 -1.01742 -0.47641
H 0.17063 -2.19777 0.78970
H -0.88600 1.25479 -0.29254
H 0.53792 0.50330 -2.18200
H -0.37339 -0.76391 -2.35516
H 0.97238 0.44931 1.01958
H 1.69094 -0.47286 -0.32358
H 2.04173 2.53426 -0.15519
H 3.14536 1.20795 0.17982
*
```

Its gap between HOMO and LUMO is 9.739 eV. The HOMO energy comes out at -8.963 eV. As for the LUMO energy: 0.776 eV. The structure (SMILES) is C[C@H](O)[C@H](N)CN.

Most stable structure, least stable structure: arrangement y, arrangement w.

Arrangement w

Below is an isolated molecule of C4H12N2O, with properties calculated with ωB97M-V with the def2-TZVPD basis set.

```
! wB97M-V def2-TZVPD RIJCOSX def2/J DEFGRID3
* xyz 0 1
C -1.73332 1.68062 0.48356
N -0.37686 1.50721 0.95842
C 0.16166 0.17151 0.97375
C 0.26960 -0.47989 -0.42427
N 1.12524 0.29948 -1.33815
C 0.82996 -1.86977 -0.32634
O 0.45598 -2.70659 -1.41633
H -2.00804 1.06849 -0.36982
H -2.46892 1.40427 1.25733
H -1.94166 2.72002 0.23883
H -0.30969 1.85784 1.90413
H -0.42448 -0.51141 1.61699
H 1.18844 0.18069 1.35700
H -0.77027 -0.47535 -0.75964
H 0.64483 1.14355 -1.57203
H 1.91423 0.59728 -0.78230
H 0.51549 -2.38705 0.58156
H 1.92232 -1.80736 -0.23144
H 1.00550 -2.39353 -2.15126
*
```

Its gap between HOMO and LUMO is 9.957 eV. The HOMO energy comes out at -8.978 eV. As for the LUMO energy: 0.979 eV. The structure (SMILES) is CNC[C@@H](N)CO.

Arrangement x

Below is an isolated molecule of C4H12N2O, with properties calculated with ωB97M-V with the def2-TZVPD basis set.

```
! wB97M-V def2-TZVPD RIJCOSX def2/J DEFGRID3
* xyz 0 1
C -2.54252 -0.96018 -0.46698
C -1.24170 -0.33472 -0.84670
O -0.45690 -1.46583 -1.31243
C -0.51587 0.28446 0.29050
N 0.85600 0.21939 0.01003
C 1.72334 0.83682 0.99750
N 3.16557 0.91566 0.68849
H -3.46290 -0.41789 -0.46076
H -2.75364 -1.64078 -1.23485
H -2.50423 -1.61787 0.53002
H -1.36548 0.36704 -1.71372
H 0.25084 -1.47591 -0.60349
H -0.68272 -0.08029 1.27965
H -0.89643 1.35356 0.52480
H 1.21595 0.51310 -0.83945
H 1.44912 0.51314 1.97921
H 1.31235 1.82963 1.00142
H 3.14405 1.21554 -0.26834
H 3.30515 -0.05489 0.44507
*
```

Its gap between HOMO and LUMO is 10.067 eV. The HOMO energy comes out at -9.163 eV. As for the LUMO energy: 0.904 eV. The structure (SMILES) is C[C@H](O)CNCN.

Most stable structure, least stable structure: arrangement w, arrangement x.

Arrangement w

Below is a cluster of 2 separate species, C6H15N in total, with properties calculated with ωB97M-V with the def2-TZVPD basis set.

```
! wB97M-V def2-TZVPD RIJCOSX def2/J DEFGRID3
* xyz 0 1
C -1.57655 -2.71931 0.27481
C -1.59840 -1.48667 -0.57321
C -0.68850 -1.22262 -1.50346
N -0.73128 -0.15208 -2.39780
H -0.65388 -3.27050 0.10373
H -1.67373 -2.46891 1.33239
H -2.41406 -3.37099 0.01563
H -2.40264 -0.76965 -0.42444
H 0.19561 -1.84240 -1.59529
H 0.16920 0.22895 -2.64477
H -1.36944 0.58118 -2.12461
C 0.70922 2.33576 0.01739
C 1.76558 1.63036 0.85094
C 1.17919 0.53711 1.73475
H 0.21343 1.66079 -0.68555
H 1.09994 3.19620 -0.52834
H -0.10734 2.76108 0.61238
H 2.30912 2.35320 1.46426
H 2.50373 1.18775 0.17052
H 1.96502 0.03994 2.30934
H 0.48302 0.98041 2.44904
H 0.62275 -0.18959 1.14228
*
```

Its gap between HOMO and LUMO is 9.144 eV. The HOMO energy comes out at -8.036 eV. As for the LUMO energy: 1.107 eV. The structure (SMILES) is C/C=C/N.CCC.

Arrangement x

Below is an isolated molecule of C6H15N, with properties calculated with ωB97M-V with the def2-TZVPD basis set.

```
! wB97M-V def2-TZVPD RIJCOSX def2/J DEFGRID3
* xyz 0 1
C -0.68953 3.04250 -0.23546
C -0.65976 1.59972 0.20069
C 0.69956 1.01244 0.63058
N 0.70204 -0.41407 0.97770
C -0.06368 -1.23893 0.00487
C -0.11683 -2.69143 0.60808
C 0.67740 -1.34655 -1.34812
H -0.35622 3.58509 0.64791
H -1.66042 3.30616 -0.67850
H 0.11565 3.22405 -0.96298
H -0.93941 0.94771 -0.62617
H -1.33204 1.30515 1.01890
H 1.41665 1.09807 -0.20436
H 1.25923 1.59456 1.40782
H 0.04556 -0.56177 1.78154
H -1.09223 -1.09564 -0.29899
H -0.79813 -2.59638 1.42610
H 0.80057 -3.17985 0.89444
H -0.72243 -3.31850 -0.16165
H 0.10562 -1.90657 -2.11766
H 1.57469 -1.98270 -1.14171
H 1.03373 -0.38305 -1.82304
*
```

Its gap between HOMO and LUMO is 10.361 eV. The HOMO energy comes out at -9.267 eV. As for the LUMO energy: 1.094 eV. The structure (SMILES) is CCCNC(C)C.

Most stable structure, least stable structure: arrangement w, arrangement x.